Record 1
68
Properties=species:S:1:pos:R:3 method="wB97M-V/def2-TZVPD" de_lowest_ev=2.745 fmax_ev_per_a=4.35 e_tot_ha=-2071.5995 homo_lumo_gap_ev=4.41
C -5.0198 -0.8077 -4.2527
O -3.7510 -0.1934 -4.5933
C -3.0336 0.3863 -3.5936
C -1.7572 0.9167 -3.9174
C -0.9366 1.4177 -2.9397
C -1.3419 1.4177 -1.5868
C -0.4467 1.9629 -0.5932
O -0.7285 3.0726 0.0631
C -1.5872 4.1272 -0.4391
C -2.6361 0.9309 -1.2684
C -3.4735 0.4526 -2.2545
H -5.3419 -1.3032 -5.1682
H -4.8895 -1.5538 -3.4538
H -5.7757 -0.0634 -3.9646
H -1.4441 0.9020 -4.9551
H 0.0414 1.8423 -3.1886
H 0.6026 1.6757 -0.5525
H -2.5729 4.0182 0.0321
H -1.1086 5.0471 -0.0980
H -1.6683 4.1158 -1.5345
H -2.9669 0.9518 -0.2312
H -4.4697 0.0939 -1.9892
C 5.9241 -2.2170 2.4981
C 4.4982 -2.0599 2.1373
C 3.4971 -2.9923 2.3004
C 2.2021 -2.5373 1.8704
C 2.2452 -1.2489 1.3783
B 0.9049 -0.3491 1.0444
C 0.6942 -0.8570 -0.5179
C -0.3272 -1.7394 -0.8360
C -0.5167 -2.1614 -2.1558
C 0.3072 -1.6511 -3.1505
C 0.0407 -2.0178 -4.5887
F 0.4680 -1.0499 -5.4580
F 0.6711 -3.1797 -4.9375
F -1.2933 -2.1965 -4.8336
C 1.3553 -0.7917 -2.8446
C 1.5311 -0.3944 -1.5185
O -0.1212 -0.8397 1.9051
C -0.3809 0.1779 2.8628
C -1.7048 0.8482 2.4983
C -0.5326 -0.4589 4.2353
C 0.8813 1.1789 2.7155
C 0.5600 2.6526 2.8592
C 1.9757 0.7876 3.6984
O 1.3139 0.9710 1.3753
S 3.8621 -0.6257 1.3766
H 6.0612 -3.1510 3.0498
H 6.5462 -2.2542 1.5978
H 6.2514 -1.3865 3.1313
H 3.6958 -3.9748 2.7206
H 1.3147 -3.1624 1.9100
H -0.9954 -2.1168 -0.0649
H -1.3096 -2.8619 -2.4038
H 1.9936 -0.3980 -3.6301
H 2.3196 0.3148 -1.2783
H -1.9659 1.5975 3.2572
H -1.6611 1.3337 1.5124
H -2.4886 0.0832 2.4794
H -0.7660 0.3228 4.9729
H -1.3611 -1.1747 4.2184
H 0.3676 -0.9951 4.5544
H 0.0569 2.8478 3.8192
H 1.5027 3.2151 2.8411
H -0.0607 2.9986 2.0257
H 1.6612 1.0732 4.7142
H 2.1838 -0.2883 3.6723
H 2.9039 1.3183 3.4651

Record 2
74
Properties=species:S:1:pos:R:3 method="wB97M-V/def2-TZVPD" charge=-1 spin_multiplicity=4 de_lowest_ev=2.357 fmax_ev_per_a=2.94 e_tot_ha=-12883.5249 s2=3.780 homo_lumo_gap_ev="6.49 / 7.07"
V -0.7629 0.7395 -1.0385
I -1.0112 2.3329 1.0323
C -2.9229 2.6883 0.1829
C -4.0089 3.1457 0.8765
C -5.1238 3.6271 0.1721
C -5.1135 3.7000 -1.1947
C -4.0006 3.2451 -1.9337
C -3.8945 3.3542 -3.3345
C -2.7490 2.9541 -3.9742
C -1.6987 2.3487 -3.2692
C -1.7818 2.1662 -1.9113
C -2.9057 2.6834 -1.2249
H -3.9951 3.1552 1.9597
H -5.9780 3.9898 0.7287
H -5.9495 4.1307 -1.7318
H -4.7222 3.7774 -3.8887
H -2.6559 3.0792 -5.0455
H -0.8185 2.0165 -3.8112
Br 1.1830 3.7113 -1.6358
C 1.8030 4.2862 0.0329
Br 1.4356 2.5721 2.4194
H 1.1967 5.0131 0.5377
H 2.8613 4.2398 0.2005
N 2.4065 -6.0806 -3.4115
C 1.9759 -4.7687 -3.3214
C 1.6996 -4.2046 -2.0734
C 1.2061 -2.9188 -1.9853
C 0.9855 -2.1877 -3.1362
C 1.2480 -2.7306 -4.3805
C 1.7493 -4.0143 -4.4763
S 0.3488 -0.5242 -3.0090
O -1.0770 -0.6409 -2.7565
O 0.7130 0.1898 -4.2003
N 0.8781 0.1422 -1.6558
C 2.1795 0.3010 -1.4225
N 2.4991 1.0269 -0.3445
C 3.7769 1.2168 -0.1079
C 4.7678 0.6809 -0.9255
C 4.3272 -0.0765 -1.9989
N 3.0500 -0.2844 -2.2573
H 2.8304 -6.4682 -2.5823
H 2.8767 -6.3294 -4.2676
H 1.8898 -4.7833 -1.1806
H 1.0172 -2.4572 -1.0244
H 1.0772 -2.1242 -5.2579
H 1.9790 -4.4457 -5.4422
H 3.9803 1.8146 0.7713
H 5.8173 0.8492 -0.7374
H 5.0084 -0.5514 -2.7004
C -0.2089 1.4016 5.3760
Ge 0.0369 -0.4913 4.8477
C -1.7514 -1.2624 4.4221
C 0.7505 -1.5237 6.4181
C 1.4698 -0.7303 3.4492
Se 0.9918 -0.8661 1.5472
C 0.2802 -2.6836 1.7649
H -0.6245 1.4562 6.3787
H -0.8867 1.8892 4.6826
H 0.7339 1.9366 5.3416
H -2.4809 -0.8873 5.1343
H -1.7614 -2.3477 4.4712
H -2.0600 -0.9453 3.4342
H 0.0980 -1.4216 7.2797
H 1.7349 -1.1627 6.6960
H 0.8306 -2.5803 6.1799
H 2.0429 -1.6355 3.6677
H 2.1232 0.1393 3.4995
H -0.4570 -2.6646 2.5612
H 1.0927 -3.3632 2.0274
H -0.1868 -3.0024 0.8360
F -3.2410 -0.1440 -0.7072
C -2.0186 -0.5438 -0.2105
F -2.2186 -0.5580 1.1556
H -1.8874 -1.5965 -0.5176

Record 3
68
Properties=species:S:1:pos:R:3 method="wB97M-V/def2-TZVPD" spin_multiplicity=4 de_lowest_ev=0.000 fmax_ev_per_a=0.68 e_tot_ha=-6134.6254 s2=3.811 homo_lumo_gap_ev="7.24 / 7.33"
Cr -0.7028 0.2212 0.5193
C 1.6179 -4.3966 1.2044
C 1.2403 -3.1774 0.3595
C 2.3896 -2.2116 0.1862
C 3.5652 -2.6464 -0.4202
C 4.6489 -1.7990 -0.5768
C 4.5652 -0.4899 -0.1269
C 3.4087 -0.0143 0.4801
C 3.3459 1.4279 0.9257
C 4.1462 1.6860 2.2033
C 2.3327 -0.8918 0.6345
N 1.1435 -0.3816 1.2601
C 1.1253 -0.3141 2.5611
C 0.0855 0.4009 3.1891
C -0.2155 0.7811 4.4938
C -1.3144 1.6403 4.4016
C -1.6417 1.7464 3.0451
N -0.7992 1.0033 2.3161
H 0.7793 -5.0913 1.2686
H 1.8820 -4.0946 2.2201
H 2.4688 -4.9357 0.7862
H 0.3987 -2.6783 0.8310
H 0.9041 -3.5066 -0.6281
H 3.6270 -3.6692 -0.7748
H 5.5551 -2.1562 -1.0501
H 5.4036 0.1854 -0.2611
H 2.3115 1.7365 1.0705
H 3.7448 2.0488 0.1197
H 3.7517 1.1035 3.0399
H 4.1058 2.7402 2.4809
H 5.1936 1.4068 2.0731
H 1.9233 -0.7787 3.1375
H 0.3126 0.4811 5.3858
H -1.8203 2.1377 5.2135
H -2.4222 2.3227 2.5732
Cl 2.0113 0.1337 -2.5061
C 0.3412 -0.0988 -2.9410
Cl -0.6531 -0.9057 -1.6646
H 0.2950 -0.7869 -3.7761
H -0.1370 0.8524 -3.1428
Cl -3.9058 -1.7408 3.4019
C -3.8962 -1.8061 1.6186
C -2.6808 -1.0804 1.1142
O -2.7901 0.0724 0.6080
O -1.5342 -1.6031 1.2062
H -4.7968 -1.3210 1.2593
H -3.8603 -2.8504 1.3245
C -2.2758 4.4674 -6.0359
C -1.8325 3.9282 -4.7008
C -0.6309 4.3190 -4.1271
C -0.2095 3.8430 -2.8902
C 1.1136 4.3271 -2.3527
C -1.0322 2.9399 -2.1872
Se -0.3388 2.4320 -0.4650
C -2.2519 2.5373 -2.7424
C -3.2079 1.6080 -2.0450
C -2.6205 3.0362 -3.9913
H -1.5088 5.1007 -6.4808
H -3.1850 5.0629 -5.9334
H -2.4951 3.6587 -6.7354
H 0.0085 5.0182 -4.6570
H 1.6324 4.9190 -3.1068
H 1.7518 3.4944 -2.0543
H 0.9754 4.9452 -1.4628
H -3.0180 1.5607 -0.9771
H -3.1475 0.5940 -2.4466
H -4.2338 1.9513 -2.1894
H -3.5736 2.7213 -4.4078

Record 4
65
Properties=species:S:1:pos:R:3 method="wB97M-V/def2-TZVPD" fmax_ev_per_a=4.08 e_tot_ha=-1597.8751 smiles="CCC[C@H](C)COC(=O)CCF.Fc1ccccc1.Fc1ccccc1.Fc1ccccc1" homo_lumo_gap_ev=9.98
C 2.5194 -2.2632 -0.8781
C 1.2352 -1.9747 -1.8209
C 0.3541 -0.7845 -1.2120
C 0.6032 0.6493 -1.8722
C -0.0674 0.8501 -3.3107
C 2.1479 1.0879 -1.9733
O 2.5118 1.3845 -3.3536
C 3.7033 0.7316 -3.7448
O 4.8224 1.2536 -3.5579
C 3.6952 -0.6966 -4.4949
C 2.6922 -0.6574 -5.7403
F 1.5179 -1.4726 -5.5690
H 2.3904 -1.6026 0.0559
H 2.6616 -3.3612 -0.6228
H 3.4381 -1.8251 -1.4195
H 1.4881 -1.8561 -2.9227
H 0.5852 -2.9239 -1.7462
H -0.7415 -1.0513 -1.4334
H 0.4125 -0.7450 -0.0617
H 0.0984 1.4161 -1.1741
H 0.0039 1.9719 -3.5603
H -1.1774 0.6207 -3.2098
H 0.3564 0.1957 -4.1347
H 2.8823 0.3623 -1.4963
H 2.2661 2.0788 -1.3964
H 4.7344 -0.9846 -4.8591
H 3.4099 -1.4563 -3.6933
H 3.2850 -1.0106 -6.6593
H 2.3812 0.4209 -5.9658
F -2.4646 -0.0387 -0.7754
C -3.7187 0.1947 -1.2059
C -3.9298 1.1096 -2.2248
C -5.2254 1.3461 -2.6718
C -6.2952 0.6730 -2.0876
C -6.0711 -0.2399 -1.0616
C -4.7750 -0.4851 -0.6214
H -3.0860 1.6301 -2.6616
H -5.4014 2.0543 -3.4738
H -7.3059 0.8615 -2.4342
H -6.9056 -0.7603 -0.6048
H -4.5810 -1.1993 0.1705
F 0.4090 2.4807 1.7127
C -0.6888 2.0850 2.3790
C -0.8445 2.4441 3.7081
C -1.9828 2.0385 4.3966
C -2.9475 1.2694 3.7502
C -2.7776 0.9106 2.4160
C -1.6445 1.3251 1.7244
H -0.0792 3.0358 4.1967
H -2.1181 2.3202 5.4349
H -3.8334 0.9496 4.2891
H -3.5274 0.3082 1.9150
H -1.5000 1.0632 0.6855
F -0.0268 -1.8896 6.6312
C 1.1102 -1.5188 6.0212
C 2.3284 -1.8607 6.5864
C 3.5062 -1.4806 5.9515
C 3.4520 -0.7540 4.7646
C 2.2226 -0.4122 4.2093
C 1.0447 -0.8013 4.8378
H 2.3507 -2.4193 7.5147
H 4.4650 -1.7495 6.3809
H 4.3714 -0.4542 4.2724
H 2.1816 0.1574 3.2868
H 0.0785 -0.5513 4.4145

Record 5
74
Properties=species:S:1:pos:R:3 method="wB97M-V/def2-TZVPD" spin_multiplicity=4 fmax_ev_per_a=2.99 e_tot_ha=-4179.1593 s2=3.768 homo_lumo_gap_ev="6.51 / 6.97"
Ti 0.6696 0.3957 1.1807
C 0.2131 3.3260 2.8004
C -1.0925 3.1215 2.2899
C -1.4497 1.7447 2.5650
C -0.3511 1.1146 3.1132
C 0.6825 2.1216 3.2759
H 0.7502 4.2635 2.7996
H -1.8217 3.9089 2.1516
H -2.4187 1.3072 2.3990
H -0.3882 0.1717 3.6393
H 1.6104 1.9682 3.8046
C -0.8103 4.5934 -0.6574
P -0.8495 2.8081 -0.1639
C -2.6495 2.6274 -0.4667
C -0.0092 2.1123 -1.6583
C -0.6407 1.7113 -2.8268
C 0.1202 1.2404 -3.8890
C 1.5020 1.2023 -3.7964
C 2.1410 1.6176 -2.6366
C 1.3944 2.0439 -1.5449
P 2.0528 2.5259 0.1049
C 2.7006 4.2401 -0.2632
C 3.7673 1.8181 0.2057
H -1.4319 4.7116 -1.5443
H 0.1896 4.9431 -0.8862
H -1.2197 5.2017 0.1489
H -2.8735 2.8803 -1.5028
H -3.1706 3.3295 0.1849
H -3.0120 1.6355 -0.2581
H -1.7168 1.7419 -2.9175
H -0.3722 0.9133 -4.7959
H 2.0922 0.8306 -4.6247
H 3.2222 1.5838 -2.5906
H 3.3835 4.1842 -1.1096
H 3.2411 4.5893 0.6170
H 1.9119 4.9506 -0.4842
H 4.2690 1.8925 -0.7597
H 3.7783 0.7901 0.5483
H 4.3136 2.4284 0.9247
C -3.4577 -6.8221 0.4901
C -3.0311 -5.3932 0.2982
C -3.2420 -4.7589 -0.9245
C -2.9227 -3.4218 -1.0880
C -2.3706 -2.7215 -0.0274
C -2.1213 -3.3389 1.1870
C -2.4472 -4.6757 1.3399
S -2.2355 -0.9556 -0.1490
O -2.9806 -0.4409 0.9722
O -2.6740 -0.5766 -1.4710
N -0.6857 -0.5443 0.0860
C 0.2807 -1.0645 -0.7408
C 0.1133 -1.9083 -1.8406
C 1.2364 -2.3601 -2.5057
C 2.4919 -1.9716 -2.0584
C 2.5770 -1.1235 -0.9779
N 1.5057 -0.6521 -0.3297
H -3.2476 -7.4143 -0.3999
H -4.5339 -6.8636 0.6708
H -2.9569 -7.2709 1.3462
H -3.6794 -5.3059 -1.7507
H -3.1050 -2.8967 -2.0165
H -1.6777 -2.7721 1.9963
H -2.2700 -5.1677 2.2881
H -0.8768 -2.1899 -2.1590
H 1.1317 -3.0199 -3.3569
H 3.3923 -2.3249 -2.5406
H 3.5448 -0.8249 -0.6027
F 2.3582 0.1020 2.2718
P 2.3898 -1.4610 3.0279
F 2.3583 -2.8929 3.6827
F 0.8581 -1.6774 2.3885
F 3.8407 -1.1072 3.5648
F 2.9963 -2.0152 1.6582
F 1.7128 -0.7588 4.2937

Record 6
65
Properties=species:S:1:pos:R:3 method="wB97M-V/def2-TZVPD" de_lowest_ev=1.295 fmax_ev_per_a=0.86 e_tot_ha=-1417.5542 smiles="COc1ccccc1/C=C/CN1CCC(n2nccc2NC(=O)CCc2ccccc2)CC1" homo_lumo_gap_ev=9.01
C 1.9378 -0.1029 -2.3260
H 2.8459 0.5072 -2.2734
O 2.1174 -1.3584 -1.7157
C 2.9418 -2.2676 -2.3188
C 3.7644 -1.9612 -3.3952
C 4.5499 -2.9387 -3.9833
C 4.5098 -4.2393 -3.5180
C 3.6861 -4.5523 -2.4525
C 2.9090 -3.5861 -1.8240
C 2.0501 -3.9693 -0.7045
C 1.8444 -3.2400 0.3854
C 0.8767 -3.5977 1.4743
N -0.1848 -2.6114 1.6421
C 0.2652 -1.3723 2.2486
C -0.9333 -0.4854 2.5705
H -0.6041 0.4361 3.0490
H -1.6144 -1.0030 3.2443
C -1.6652 -0.1680 1.2723
N -2.7770 0.7207 1.5053
C -3.3221 1.5790 0.6059
C -4.3893 2.1919 1.2359
C -4.4010 1.6285 2.5173
N -3.4358 0.7434 2.6595
H -5.0742 1.8304 3.3260
H -5.0699 2.9111 0.8295
N -2.8112 1.6763 -0.6837
C -2.4861 2.7746 -1.4270
O -2.0338 2.6240 -2.5420
C -2.6568 4.1290 -0.7806
C -1.2626 4.7443 -0.5692
C -0.4544 3.8984 0.3742
C -0.6897 3.9515 1.7429
C 0.0467 3.1726 2.6164
C 1.0290 2.3254 2.1308
C 1.2562 2.2490 0.7675
C 0.5169 3.0293 -0.1052
H 0.6969 2.9719 -1.1698
H 2.0193 1.5866 0.3844
H 1.6180 1.7290 2.8122
H -0.1422 3.2309 3.6784
H -1.4487 4.6178 2.1278
H -0.7597 4.8125 -1.5350
H -1.3793 5.7506 -0.1618
H -3.2323 4.7623 -1.4576
H -3.1730 4.0480 0.1726
H -2.5815 0.7996 -1.1378
C -2.1193 -1.4935 0.6541
C -0.8949 -2.3669 0.3996
H -0.2492 -1.8790 -0.3514
H -1.2079 -3.3329 -0.0044
H -2.7899 -1.9935 1.3539
H -2.6566 -1.3335 -0.2835
H -0.9772 0.3469 0.5871
H 0.9508 -0.8092 1.5918
H 0.7974 -1.6199 3.1702
H 1.3961 -3.6861 2.4337
H 0.4018 -4.5583 1.2515
H 2.3485 -2.2918 0.4992
H 1.5832 -4.9440 -0.7923
H 3.6449 -5.5668 -2.0827
H 5.1114 -5.0051 -3.9833
H 5.1869 -2.6757 -4.8147
H 3.8036 -0.9565 -3.7859
H 1.1441 0.3891 -1.7645
H 1.6270 -0.2015 -3.3704

Record 7
65
Properties=species:S:1:pos:R:3 method="wB97M-V/def2-TZVPD" de_lowest_ev=0.378 fmax_ev_per_a=0.81 e_tot_ha=-1417.5879 smiles="CC(=O)c1cccc(CN2CCC(n3nccc3NC(=O)CCCc3ccccc3)CC2)c1" homo_lumo_gap_ev=8.82
C 8.3612 0.0238 -1.3903
C 7.0970 0.6462 -0.8464
O 6.9758 1.8479 -0.7531
C 6.0150 -0.2787 -0.4232
C 6.0785 -1.6611 -0.5906
C 5.0314 -2.4547 -0.1590
C 3.9230 -1.8895 0.4472
C 3.8381 -0.5122 0.6170
C 4.8842 0.2791 0.1742
H 4.8501 1.3533 0.2890
C 2.6478 0.1030 1.3069
N 1.4564 -0.7051 1.1183
C 0.4302 -0.5109 2.1184
C -0.3338 0.8103 1.9768
H -1.1198 0.8662 2.7327
H 0.3396 1.6561 2.1211
C -0.9427 0.9113 0.5767
N -1.5298 2.2240 0.4146
C -2.7629 2.5958 0.0121
C -2.8117 3.9787 0.0705
C -1.5397 4.3507 0.5090
N -0.7840 3.2900 0.7059
H -1.1517 5.3341 0.6839
H -3.6416 4.6103 -0.1732
N -3.8102 1.7511 -0.3695
C -3.7721 0.7522 -1.3063
O -2.7502 0.2682 -1.7316
C -5.1610 0.3538 -1.7782
H -5.6208 1.2475 -2.2099
H -5.0410 -0.3794 -2.5759
C -6.0688 -0.2126 -0.6784
H -7.1097 0.0047 -0.9299
H -5.8504 0.2681 0.2778
C -5.9215 -1.7303 -0.5233
C -4.5327 -2.1416 -0.1229
C -3.6616 -2.7072 -1.0432
C -2.3981 -3.1178 -0.6589
C -1.9918 -2.9740 0.6557
C -2.8455 -2.3915 1.5780
C -4.1050 -1.9749 1.1886
H -4.7724 -1.5318 1.9154
H -2.5350 -2.2713 2.6065
H -1.0155 -3.3219 0.9615
H -1.7324 -3.5587 -1.3859
H -3.9758 -2.8374 -2.0685
H -6.1875 -2.2105 -1.4670
H -6.6300 -2.0683 0.2377
H -4.7172 2.1660 -0.2043
C 0.1420 0.7000 -0.4819
C 0.8946 -0.6080 -0.2164
H 0.1984 -1.4425 -0.3424
H 1.7046 -0.7241 -0.9395
H 0.8248 1.5509 -0.4531
H -0.3231 0.6569 -1.4664
H -1.7304 0.1631 0.4502
H -0.2771 -1.3382 2.0174
H 0.8886 -0.5730 3.1088
H 2.5311 1.1433 0.9677
H 2.8626 0.1338 2.3812
H 3.1061 -2.5051 0.7902
H 5.0822 -3.5257 -0.2915
H 6.9338 -2.1232 -1.0579
H 8.7858 -0.6638 -0.6624
H 9.0804 0.8091 -1.6091
H 8.1425 -0.5245 -2.3040